1.
C33H45BN8O2RhS4 as an isolated structure. Source: OMol25; level of theory: the ωB97M-V functional and the def2-TZVPD basis.

The geometry in XYZ format:
```
94
Properties=species:S:1:pos:R:3:lowdin_charge:R:1
Rh -0.171 -0.049 0.052 0.510
C 3.861 3.084 0.214 -0.016
C 2.643 3.901 -0.213 -0.527
C 1.695 4.042 0.971 -0.079
C 3.043 5.300 -0.681 -0.027
N 2.040 3.188 -1.400 0.023
C 2.757 3.110 -2.576 -0.030
C 2.024 2.397 -3.453 -0.033
N 0.857 2.036 -2.827 0.019
B -0.152 1.117 -3.564 -0.558
N -1.614 1.387 -3.123 0.030
C -2.255 2.510 -3.592 -0.029
C -3.444 2.605 -2.965 -0.013
N -3.534 1.534 -2.097 0.022
C -2.410 0.804 -2.217 -0.652
S -2.020 -0.641 -1.338 0.766
C -4.696 1.263 -1.182 -0.537
C -5.753 2.344 -1.393 -0.047
C -5.304 -0.091 -1.533 -0.035
C -4.216 1.325 0.267 -0.036
N 0.267 -0.385 -3.465 0.030
C -0.180 -1.252 -4.428 -0.029
C 0.352 -2.464 -4.176 -0.030
N 1.116 -2.354 -3.034 0.026
C 1.046 -1.069 -2.609 -0.586
S 1.788 -0.385 -1.191 0.778
C 1.996 -3.511 -2.624 -0.522
C 1.126 -4.767 -2.478 -0.019
C 2.724 -3.295 -1.305 -0.083
C 3.022 -3.688 -3.744 -0.023
C 0.885 2.511 -1.572 -0.621
S -0.358 2.227 -0.388 0.752
H 4.326 3.561 1.076 0.097
H 4.606 3.014 -0.578 0.083
H 3.558 2.077 0.499 0.088
H 2.228 4.629 1.721 0.098
H 1.420 3.091 1.418 0.031
H 0.787 4.583 0.707 0.080
H 3.455 5.846 0.166 0.095
H 2.173 5.845 -1.048 0.098
H 3.801 5.287 -1.463 0.076
H 3.721 3.563 -2.695 0.126
H 2.229 2.120 -4.469 0.132
H -0.089 1.406 -4.730 0.129
H -1.810 3.145 -4.334 0.132
H -4.211 3.346 -3.060 0.120
H -6.138 2.351 -2.413 0.092
H -5.380 3.335 -1.137 0.093
H -6.587 2.125 -0.728 0.097
H -5.637 -0.104 -2.571 0.096
H -6.169 -0.264 -0.893 0.097
H -4.600 -0.906 -1.377 0.038
H -3.723 2.277 0.467 0.094
H -3.529 0.519 0.517 0.038
H -5.081 1.246 0.925 0.098
H -0.826 -0.928 -5.222 0.136
H 0.258 -3.381 -4.723 0.128
H 0.727 -4.841 -1.469 0.072
H 1.741 -5.646 -2.662 0.098
H 0.290 -4.797 -3.174 0.077
H 2.037 -3.077 -0.490 0.056
H 3.469 -2.506 -1.360 0.060
H 3.238 -4.232 -1.083 0.101
H 2.557 -3.990 -4.682 0.086
H 3.735 -4.458 -3.457 0.095
H 3.568 -2.759 -3.911 0.096
C 2.037 -1.363 8.393 -0.043
C 1.433 -0.921 7.090 -0.262
C 0.056 -0.854 6.926 -0.027
C -0.502 -0.456 5.718 -0.058
C 0.335 -0.114 4.670 -0.300
C 1.718 -0.164 4.811 -0.049
C 2.255 -0.563 6.019 -0.028
S -0.347 0.298 3.105 0.564
O 0.273 1.524 2.673 -0.350
O -1.785 0.243 3.198 -0.295
N 0.214 -0.815 2.053 -0.194
C -0.448 -2.002 1.856 -0.414
C -1.040 -2.815 2.826 0.011
C -1.680 -3.956 2.403 -0.035
C -1.738 -4.261 1.040 -0.053
C -1.135 -3.401 0.154 -0.174
N -0.479 -2.304 0.547 0.001
H 1.300 -1.860 9.021 0.078
H 2.428 -0.509 8.947 0.089
H 2.865 -2.050 8.224 0.083
H -0.593 -1.113 7.753 0.117
H -1.573 -0.400 5.586 0.115
H 2.353 0.112 3.980 0.116
H 3.330 -0.599 6.140 0.119
H -1.000 -2.536 3.868 0.111
H -2.150 -4.608 3.127 0.117
H -2.239 -5.147 0.681 0.108
H -1.169 -3.578 -0.913 0.096
```

Values from the calculation:
**Net charge**: +1
**E**: -97991.979 eV
**Multiplicity**: 1
**Highest occupied orbital energy (spin up / spin down)**: -10.17 / -10.22 eV
**Relative energy (zero: lowest compared OMol25 entry of this formula, charge and spin)**: 77.04 kJ/mol
**LUMO energy (spin up / spin down)**: -3.95 / -3.97 eV

2.
C33H45BrF3NOPdSe3 as an isolated structure. Source: OMol25; level of theory: the ωB97M-V functional and the def2-TZVPD basis.

The geometry in XYZ format:
```
88
Properties=species:S:1:pos:R:3:lowdin_charge:R:1
Pd -0.155 -1.484 1.796 0.365
C 2.256 -4.180 2.155 -0.345
Se 0.587 -3.826 1.239 1.073
C -0.619 -4.758 2.460 -0.478
C -0.597 -4.193 3.862 -0.469
Se -1.171 -2.318 3.888 1.004
C -0.193 -1.799 5.480 -0.323
H 3.049 -3.816 1.508 0.039
H 2.339 -5.259 2.273 0.057
H 2.298 -3.676 3.118 0.006
H -0.312 -5.805 2.458 0.094
H -1.604 -4.694 1.999 0.075
H 0.398 -4.231 4.302 0.073
H -1.286 -4.730 4.513 0.094
H -0.493 -2.493 6.262 0.052
H -0.501 -0.790 5.748 0.039
H 0.876 -1.843 5.297 0.028
C -1.017 4.658 -2.382 -0.036
C -1.513 3.329 -2.968 -0.555
C -1.114 3.266 -4.443 -0.053
C -3.044 3.264 -2.871 -0.034
C -0.917 2.176 -2.166 -0.139
C -1.158 2.096 -0.792 -0.062
C -0.628 1.046 -0.093 -0.481
Br -0.996 0.983 1.796 0.970
C 0.152 0.026 -0.649 -0.364
O 0.697 -0.947 0.105 -0.385
C 0.391 0.082 -2.033 -0.069
C -0.151 1.166 -2.730 0.043
C 1.214 -0.927 -2.859 -0.515
C 0.311 -1.507 -3.960 -0.025
C 2.392 -0.178 -3.507 -0.021
C 1.805 -2.116 -2.092 -0.053
H -1.425 5.490 -2.957 0.095
H 0.072 4.720 -2.422 0.094
H -1.331 4.791 -1.346 0.079
H -1.552 4.113 -4.969 0.096
H -1.479 2.358 -4.926 0.091
H -0.031 3.323 -4.574 0.093
H -3.487 4.085 -3.435 0.095
H -3.390 3.348 -1.839 0.080
H -3.423 2.326 -3.283 0.092
H -1.765 2.836 -0.287 0.112
H 0.038 1.212 -3.792 0.099
H -0.072 -0.739 -4.632 0.086
H -0.547 -2.029 -3.527 0.078
H 0.873 -2.223 -4.561 0.098
H 2.062 0.634 -4.153 0.086
H 2.977 -0.868 -4.115 0.098
H 3.050 0.245 -2.745 0.077
H 1.033 -2.760 -1.668 0.049
H 2.474 -1.806 -1.291 0.070
H 2.379 -2.718 -2.797 0.099
F -5.660 -3.781 -2.163 0.173
C -5.582 -2.500 -1.786 -0.596
F -5.478 -1.750 -2.888 0.171
F -6.712 -2.175 -1.159 0.169
C -4.371 -2.294 -0.898 -0.069
C -4.499 -1.868 0.412 0.048
C -3.349 -1.704 1.162 -0.132
N -2.129 -1.945 0.675 -0.036
C -2.014 -2.345 -0.598 -0.111
C -3.108 -2.534 -1.417 0.049
H -5.469 -1.661 0.842 0.136
H -3.407 -1.355 2.186 0.085
H -1.008 -2.493 -0.969 0.080
H -2.974 -2.855 -2.442 0.138
C 3.407 5.122 1.955 -0.019
C 3.075 3.668 2.056 -0.210
C 3.521 2.759 1.096 0.018
C 3.232 1.412 1.174 -0.260
C 3.711 0.498 0.083 -0.059
C 2.465 0.955 2.286 -0.514
Se 2.217 -0.867 2.472 1.011
C 1.982 1.868 3.263 -0.308
C 1.169 1.439 4.457 -0.088
C 2.306 3.199 3.125 0.007
H 4.008 5.340 1.076 0.086
H 3.957 5.446 2.841 0.101
H 2.495 5.719 1.912 0.098
H 4.109 3.124 0.262 0.129
H 4.222 1.072 -0.688 0.089
H 2.874 -0.031 -0.373 0.037
H 4.407 -0.252 0.462 0.090
H 1.011 0.359 4.478 -0.010
H 0.199 1.940 4.456 0.079
H 1.675 1.726 5.379 0.105
H 1.962 3.903 3.875 0.139
```

Values from the calculation:
**Net charge**: +2
**E**: -316188.814 eV
**Multiplicity**: 1
**Highest occupied orbital energy (spin up / spin down)**: -13.30 / -13.11 eV
**LUMO energy (spin up / spin down)**: -7.89 / -8.36 eV

Question: The highest net charge belongs to which entry?
Answer: C33H45BrF3NOPdSe3

Question: The highest net charge belongs to which entry?
Answer: C33H45BrF3NOPdSe3